This record from the Open Molecules 2025 dataset describes C4H6ClF3NiO2 as an isolated structure. The level of theory is ωB97M-V/def2-TZVPD.

Computed properties:
DFT total energy (Eh): -2574.43665
Lowest unoccupied orbital energy (alpha / beta) (Eh): 0.0223 / -0.0269
⟨S²⟩: 2.01
Total charge: 0
2S+1: 3
Orbital gap (alpha / beta) (Ha): 0.3658 / 0.3468

Atoms and positions in Å:
Ni (-0.96, -1.88, 0.06)
C (-1.46, 0.22, -0.10)
O (-0.17, -0.48, -0.01)
O (-2.34, -0.82, -0.31)
C (-1.72, 1.31, 1.03)
F (-2.60, 1.00, 1.96)
F (-0.49, 1.58, 1.55)
F (-2.19, 2.50, 0.52)
C (1.00, 0.21, -0.64)
C (2.29, -0.69, -0.39)
H (2.38, -0.65, 0.69)
H (2.12, -1.73, -0.69)
H (3.03, -0.20, -1.02)
H (1.10, 1.27, -0.37)
H (0.91, 0.32, -1.72)
H (-1.38, 0.90, -0.95)
Cl (0.49, -2.84, 0.42)

These are the Löwdin partial charges, in e, on atoms 1 to 2:
1. Ni 0.31
2. C -0.35